Run w
The following is a quantum chemistry calculation of a 2-piece molecular cluster, C3H10OS overall, from OMol25.

Bonds (Å) are listed after each position.
Cartesian coordinates (Å):
1 S 0.08 1.07 -1.89  C4 1.831, C5 1.813
2 O -1.94 -2.62 3.39  H6 0.974, H12 0.975
3 C 0.30 1.80 0.79  C4 1.520, H8 1.079, H9 1.090, H15 1.083
4 C 0.89 0.87 -0.26  S1 1.831, C3 1.520, H10 1.086, H11 1.089
5 C 0.60 -0.48 -2.69  S1 1.813, H7 1.084, H13 1.083, H14 1.087
6 H -2.47 -3.39 3.12  O2 0.974
7 H 1.42 -0.87 -2.10  C5 1.084
8 H 0.28 1.30 1.74  C3 1.079
9 H 0.76 2.78 0.83  C3 1.090
10 H 1.94 1.06 -0.46  C4 1.086
11 H 0.77 -0.16 0.06  C4 1.089
12 H -2.58 -1.87 3.37  O2 0.975
13 H -0.25 -1.16 -2.72  C5 1.083
14 H 0.95 -0.28 -3.70  C5 1.087
15 H -0.74 1.97 0.53  C3 1.083

Properties
- Gap between HOMO and LUMO (alpha / beta): 1.9 / 8.8 eV
- Spin multiplicity: 2
- Highest occupied orbital energy (alpha / beta): 1.27 / -5.69 eV
- Net charge: -1

---

Run x
The following is a quantum chemistry calculation of a 2-piece molecular cluster, C3H10OS overall, from OMol25.

Bonds (Å) are listed after each position.
Cartesian coordinates (Å):
1 S -0.60 -1.06 -0.12  C4 1.795, H6 1.439
2 O 3.24 0.62 0.79  C5 1.471, H10 0.915
3 C -3.01 -0.68 1.07  C4 1.541, H9 1.123, H13 1.068, H15 1.052
4 C -2.21 -0.28 -0.19  S1 1.795, C3 1.541, H8 1.077, H11 1.052
5 C 3.43 0.97 -0.63  O2 1.471, H7 1.133, H12 1.224, H14 1.021
6 H 0.05 -0.53 -1.29  S1 1.439
7 H 2.67 1.74 -0.94  C5 1.133
8 H -1.89 0.73 -0.34  C4 1.077
9 H -3.89 0.01 1.14  C3 1.123
10 H 2.63 -0.05 0.79  O2 0.915
11 H -2.67 -0.71 -1.04  C4 1.052
12 H 4.56 1.44 -0.73  C5 1.224
13 H -2.36 -0.73 1.91  C3 1.068
14 H 3.45 0.16 -1.26  C5 1.021
15 H -3.40 -1.63 0.85  C3 1.052

Properties
- Gap between HOMO and LUMO (alpha / beta): 2.9 / 8.6 eV
- Spin multiplicity: 2
- Highest occupied orbital energy (alpha / beta): 0.94 / -4.81 eV
- Net charge: -1

---

Stability summary: most stable run w, least stable run x.

---

Run w
The following is a quantum chemistry calculation of a 2-piece molecular cluster, C2H4NO3S2 overall, from OMol25.

Bonds (Å) are listed after each position.
Cartesian coordinates (Å):
1 S 0.95 0.02 1.51  O4 1.677, O5 1.493, C8 1.724
2 S -1.81 0.71 1.53  C8 1.867, H9 1.329
3 O -1.60 0.05 -2.79  C7 1.162
4 O 2.26 0.37 0.53  S1 1.677, H10 0.915
5 O 0.62 -1.40 1.22  S1 1.493
6 N 0.12 -0.85 -1.52  C7 1.165, H11 1.043
7 C -0.79 -0.40 -2.08  O3 1.162, N6 1.165
8 C -0.25 0.76 0.51  S1 1.724, S2 1.867, H12 1.146
9 H -1.62 -0.60 1.40  S2 1.329
10 H 2.02 0.24 -0.35  O4 0.915
11 H 0.16 -0.79 -0.47  N6 1.043
12 H -0.08 1.89 0.51  C8 1.146

Properties
- Gap between HOMO and LUMO: 6.6 eV
- Highest occupied orbital energy: -3.17 eV
- Net charge: -1

---

Run x
The following is a quantum chemistry calculation of a 2-piece molecular cluster, C2H4NO3S2 overall, from OMol25.

Bonds (Å) are listed after each position.
Cartesian coordinates (Å):
1 S 0.71 -0.55 2.39  C8 1.810, H9 1.327
2 S 1.39 0.99 0.02  O3 1.496, O5 1.705, C8 1.779
3 O 1.70 -0.33 -0.61  S2 1.496
4 O -2.51 -0.41 -1.40  C7 1.170
5 O 0.35 1.84 -1.03  S2 1.705, H12 0.968
6 N -0.49 -1.57 -1.11  C7 1.184, H11 1.052
7 C -1.47 -0.91 -1.24  O4 1.170, N6 1.184
8 C 0.09 0.64 1.18  S1 1.810, S2 1.779, H10 1.101
9 H 0.32 -1.64 1.73  S1 1.327
10 H -0.02 1.58 1.75  C8 1.101
11 H 0.47 -1.21 -0.87  N6 1.052
12 H -0.56 1.58 -0.82  O5 0.968

Properties
- Gap between HOMO and LUMO: 6.8 eV
- Highest occupied orbital energy: -3.41 eV
- Net charge: -1

---

Stability summary: most stable run x, least stable run w.

---

Run w
The following is a quantum chemistry calculation of an isolated ion of composition C3H8N and charge +1, from OMol25.

Bonds (Å) are listed after each position.
Cartesian coordinates (Å):
1 N 0.29 -0.37 -1.35  C4 1.532, H5 1.068, H7 1.081, H12 1.080
2 C -1.13 0.67 0.61  C4 1.492, H6 1.098, H9 1.095, H10 1.054
3 C 1.08 -0.45 0.89  C4 1.314, H8 1.149, H11 1.114
4 C 0.05 -0.11 0.14  N1 1.532, C2 1.492, C3 1.314
5 H 0.23 0.62 -1.74  N1 1.068
6 H -0.92 1.17 1.56  C2 1.098
7 H 1.27 -0.77 -1.58  N1 1.081
8 H 1.91 -1.10 0.43  C3 1.149
9 H -2.11 0.20 0.79  C2 1.095
10 H -1.23 1.47 -0.07  C2 1.054
11 H 1.04 -0.26 1.98  C3 1.114
12 H -0.48 -1.07 -1.66  N1 1.080

Properties
- Gap between HOMO and LUMO: 11.2 eV
- Highest occupied orbital energy: -15.23 eV
- Net charge: +1

---

Run x
The following is a quantum chemistry calculation of an isolated ion of composition C3H8N and charge +1, from OMol25.

Bonds (Å) are listed after each position.
Cartesian coordinates (Å):
1 N 0.60 0.60 -0.41  C2 1.263, C4 1.511, H6 1.025
2 C 1.84 0.41 -0.48  N1 1.263, H8 1.085, H9 1.082
3 C -1.35 -0.26 0.80  C4 1.485, H7 1.092, H10 1.083, H11 1.093
4 C -0.46 -0.48 -0.37  N1 1.511, C3 1.485, H5 1.090, H12 1.081
5 H 0.14 -1.38 -0.30  C4 1.090
6 H 0.22 1.55 -0.34  N1 1.025
7 H -0.75 -0.12 1.70  C3 1.092
8 H 2.17 -0.62 -0.58  C2 1.085
9 H 2.60 1.19 -0.43  C2 1.082
10 H -2.05 -1.05 1.03  C3 1.083
11 H -2.02 0.60 0.71  C3 1.093
12 H -0.94 -0.44 -1.34  C4 1.081

Properties
- Gap between HOMO and LUMO: 12.0 eV
- Highest occupied orbital energy: -17.24 eV
- Net charge: +1

---

Run y
The following is a quantum chemistry calculation of a 2-piece molecular cluster, C3H8N overall, from OMol25.

Bonds (Å) are listed after each position.
Cartesian coordinates (Å):
1 N -1.29 -0.11 0.39  C2 1.440, C4 1.462, H7 0.976, H12 1.043
2 C -0.15 0.66 -0.03  N1 1.440, C4 1.454, H9 1.064
3 C 1.66 -0.17 0.46  H6 1.079, H8 1.034, H11 1.061
4 C -0.96 -0.02 -1.03  N1 1.462, C2 1.454, H5 1.068, H10 1.017
5 H -0.56 -0.94 -1.40  C4 1.068
6 H 1.53 -0.83 -0.38  C3 1.079
7 H -1.93 0.51 0.80  N1 0.976
8 H 2.35 0.59 0.34  C3 1.034
9 H -0.27 1.69 0.23  C2 1.064
10 H -1.55 0.50 -1.67  C4 1.017
11 H 1.39 -0.45 1.45  C3 1.061
12 H -1.29 -1.07 0.80  N1 1.043

Properties
- Gap between HOMO and LUMO: 11.9 eV
- Highest occupied orbital energy: -15.46 eV
- Net charge: +1

---

Stability summary: most stable run x, least stable run y.